Arrangement 1

Computed, not measured: C2H4N2OS in the gas phase, with wB97M-V/def2-TZVPD.

Positions of all 10 atoms, in Å:
C (1.538, 0.361, -0.051)
C (-0.874, 0.660, -0.008)
N (2.156, -1.955, 0.272)
N (1.196, -1.284, 0.065)
O (0.494, 1.185, -0.050)
S (3.047, 0.808, -0.055)
H (-1.568, 1.368, 0.320)
H (-1.078, -0.306, 0.547)
H (-1.072, 0.305, -1.052)
H (3.098, -1.594, 0.022)

Summary:
- SMILES = [H]/N=N\C(=S)OC
- LUMO energy (eV) = -0.39
- 2S+1 = 1
- E_HOMO (eV) = -9.03

natural (NBO) population analysis, charges in e, atoms 1 to 8: number 1, C, carries 0.219; number 2, C, carries -0.273; number 3, N, carries -0.251; number 4, N, carries -0.137; number 5, O, carries -0.483; number 6, S, carries -0.010; number 7, H, carries 0.205; number 8, H, carries 0.216

---

Arrangement 2

Computed, not measured: a molecular structure, C2H4N2OS, with wB97M-V/def2-TZVPD.

Positions of all 10 atoms, in Å:
C (-0.176, -0.501, -0.317)
C (0.733, 0.671, -0.566)
H (-0.671, -3.472, -0.736)
H (-1.295, -0.048, 0.264)
H (1.573, 0.639, -1.199)
H (0.618, 2.848, 2.251)
N (-0.020, -1.616, -0.902)
N (0.726, 1.764, 0.125)
O (-1.381, -2.137, -0.678)
S (-0.107, 1.852, 1.760)

Summary:
- LUMO energy (eV) = -0.81
- 2S+1 = 1
- E_HOMO (eV) = -9.31

natural (NBO) population analysis, charges in e, atoms 1 to 8: number 1, C, carries 0.003; number 2, C, carries 0.018; number 3, H, carries 0.453; number 4, H, carries 0.206; number 5, H, carries 0.213; number 6, H, carries 0.130; number 7, N, carries -0.131; number 8, N, carries -0.464

---

It is arrangement 1 that is the most stable of them.

---

Arrangement 1

Computed, not measured: C2H4N2OS in the gas phase, with wB97M-V/def2-TZVPD.

Positions of all 10 atoms, in Å:
C (0.069, -0.083, 0.805)
C (0.093, 1.585, -1.045)
H (1.143, -1.104, -1.542)
H (-0.560, -1.496, -0.960)
H (-0.208, 0.835, 1.385)
H (-0.008, 1.506, -2.143)
N (0.062, -0.744, -1.415)
N (0.219, 0.265, -0.454)
O (-0.059, 2.539, -0.309)
S (-0.177, -1.607, 1.266)

Summary:
- SMILES = NN(C=O)C=S
- LUMO energy (eV) = -0.38
- 2S+1 = 1
- E_HOMO (eV) = -8.99

natural (NBO) population analysis, charges in e, atoms 1 to 8: number 1, C, carries -0.103; number 2, C, carries 0.545; number 3, H, carries 0.367; number 4, H, carries 0.391; number 5, H, carries 0.235; number 6, H, carries 0.170; number 7, N, carries -0.672; number 8, N, carries -0.318

---

Arrangement 2

Computed, not measured: 2 unconnected molecules or ions with the total composition C2H4N2OS, with wB97M-V/def2-TZVPD.

Positions of all 10 atoms, in Å:
C (0.555, 0.659, 0.518)
C (-1.350, 0.620, -0.952)
N (1.575, -1.953, 0.614)
N (0.719, -1.399, 0.100)
O (-0.458, 1.238, 0.066)
S (1.613, 0.988, 1.620)
H (-2.399, 0.870, -0.615)
H (-1.344, -0.419, -0.852)
H (-1.079, 0.928, -1.915)
H (2.167, -1.532, 1.417)

Summary:
- LUMO energy (spin up / spin down) (eV) = 0.33 / 0.33
- 2S+1 = 1
- E_HOMO (spin up / spin down) (eV) = -7.53 / -7.52

natural (NBO) population analysis, charges in e, atoms 1 to 8: number 1, C, carries 0.177; number 2, C, carries -0.243; number 3, N, carries -0.273; number 4, N, carries -0.072; number 5, O, carries -0.489; number 6, S, carries -0.030; number 7, H, carries 0.205; number 8, H, carries 0.212

---

Arrangement 3

Computed, not measured: C2H4N2OS in the gas phase, with wB97M-V/def2-TZVPD.

Positions of all 10 atoms, in Å:
C (1.432, 0.298, 0.297)
C (-1.804, -0.066, -0.409)
H (1.314, -0.695, -1.355)
H (2.190, 1.000, 0.909)
H (-0.316, 0.518, 1.665)
H (-2.460, -0.578, -1.161)
N (1.866, -0.017, -0.913)
N (0.232, -0.239, 0.994)
O (-1.810, 1.137, -0.104)
S (-0.644, -1.358, 0.077)

Summary:
- SMILES = [H]/N=C\NSC=O
- LUMO energy (eV) = 0.20
- 2S+1 = 1
- E_HOMO (eV) = -9.53

natural (NBO) population analysis, charges in e, atoms 1 to 8: number 1, C, carries 0.260; number 2, C, carries 0.231; number 3, H, carries 0.332; number 4, H, carries 0.201; number 5, H, carries 0.447; number 6, H, carries 0.137; number 7, N, carries -0.670; number 8, N, carries -0.849

---

Arrangement 4

Computed, not measured: C2H4N2OS in the gas phase, with wB97M-V/def2-TZVPD.

Positions of all 10 atoms, in Å:
C (-0.231, 0.045, -0.124)
C (1.093, -0.638, -0.011)
H (0.614, 1.939, -0.087)
H (-0.947, 2.041, -0.239)
H (-2.142, -0.258, -0.052)
H (-0.244, -1.884, -0.012)
N (-0.150, 1.366, 0.371)
N (-1.328, -0.703, -0.086)
O (0.765, -1.961, 0.250)
S (2.570, 0.054, -0.010)

Summary:
- SMILES = [H]/N=C(\N)C(O)=S
- LUMO energy (eV) = -0.95
- 2S+1 = 1
- E_HOMO (eV) = -9.30

natural (NBO) population analysis, charges in e, atoms 1 to 8: number 1, C, carries 0.356; number 2, C, carries 0.132; number 3, H, carries 0.403; number 4, H, carries 0.362; number 5, H, carries 0.363; number 6, H, carries 0.502; number 7, N, carries -0.781; number 8, N, carries -0.685

---

It is arrangement 1 that is the most stable of them.

---

Arrangement 1

Computed, not measured: C2H4N2OS in the gas phase, with wB97M-V/def2-TZVPD.

Positions of all 10 atoms, in Å:
C (-0.749, 0.371, -0.116)
C (0.192, -0.791, 0.096)
N (-1.935, -1.686, 0.104)
N (-2.062, -0.423, 0.035)
O (-0.450, -2.024, -0.139)
S (-3.361, 0.570, 0.025)
H (-0.716, 1.155, 0.616)
H (-0.902, 0.796, -1.195)
H (0.895, -0.799, -0.697)
H (0.407, -0.626, 1.188)

Summary:
- SMILES = [S-][N+]1=NOCC1
- LUMO energy (spin up / spin down) (eV) = -0.43 / -0.43
- 2S+1 = 1
- E_HOMO (spin up / spin down) (eV) = -8.87 / -8.87

natural (NBO) population analysis, charges in e, atoms 1 to 8: number 1, C, carries -0.248; number 2, C, carries -0.145; number 3, N, carries 0.129; number 4, N, carries -0.225; number 5, O, carries -0.364; number 6, S, carries -0.044; number 7, H, carries 0.242; number 8, H, carries 0.235

---

Arrangement 2

Computed, not measured: 2 unconnected molecules or ions with the total composition C2H4N2OS, with wB97M-V/def2-TZVPD.

Positions of all 10 atoms, in Å:
C (-0.176, 0.241, 1.324)
C (0.310, -0.162, -0.806)
N (-3.454, -0.804, 0.767)
N (-2.633, -0.525, 0.086)
O (0.817, 0.218, 0.503)
S (0.254, 0.772, 2.916)
H (-0.650, 0.142, -0.932)
H (0.340, -1.172, -0.808)
H (1.011, 0.384, -1.445)
H (-0.912, 0.268, 3.409)

Summary:
- LUMO energy (eV) = 0.92
- 2S+1 = 1
- E_HOMO (eV) = -8.33

natural (NBO) population analysis, charges in e, atoms 1 to 8: number 1, C, carries 0.001; number 2, C, carries -0.228; number 3, N, carries -0.007; number 4, N, carries -0.006; number 5, O, carries -0.507; number 6, S, carries 0.020; number 7, H, carries 0.206; number 8, H, carries 0.186

---

Arrangement 3

Computed, not measured: a molecular structure, C2H4N2OS, with wB97M-V/def2-TZVPD.

Positions of all 10 atoms, in Å:
C (-1.776, 0.922, -0.606)
C (-1.814, 1.087, 0.839)
N (-1.886, -0.370, -0.983)
N (-1.902, -0.038, 1.483)
O (1.159, -1.583, -0.797)
S (-2.034, -1.239, 0.417)
H (-1.565, 1.666, -1.367)
H (-1.539, 1.964, 1.391)
H (0.396, -1.208, -1.119)
H (1.094, -2.480, -0.995)

Summary:
- LUMO energy (eV) = 0.15
- 2S+1 = 1
- E_HOMO (eV) = -10.06

natural (NBO) population analysis, charges in e, atoms 1 to 8: number 1, C, carries -0.045; number 2, C, carries -0.045; number 3, N, carries -0.616; number 4, N, carries -0.583; number 5, O, carries -0.928; number 6, S, carries 0.853; number 7, H, carries 0.222; number 8, H, carries 0.216

---

Arrangement 4

Computed, not measured: C2H4N2OS in the gas phase, with wB97M-V/def2-TZVPD.

Positions of all 10 atoms, in Å:
C (0.753, 0.214, -0.036)
C (-2.067, -0.462, -0.053)
H (2.195, -1.142, 0.593)
H (2.732, 0.383, 0.000)
H (-0.531, 1.652, -0.060)
H (-2.730, -1.304, -0.215)
N (2.029, -0.358, -0.040)
N (0.476, 1.461, -0.152)
O (-2.451, 0.668, 0.065)
S (-0.406, -1.114, -0.102)

Summary:
- SMILES = [H]/N=C(/N)SC=O
- LUMO energy (eV) = 0.55
- 2S+1 = 1
- E_HOMO (eV) = -9.71

natural (NBO) population analysis, charges in e, atoms 1 to 8: number 1, C, carries 0.276; number 2, C, carries 0.265; number 3, H, carries 0.397; number 4, H, carries 0.402; number 5, H, carries 0.381; number 6, H, carries 0.142; number 7, N, carries -0.833; number 8, N, carries -0.686

---

It is arrangement 4 that is the most stable of them.

---

Arrangement 1

Computed, not measured: 15 unconnected molecules or ions with the total composition H29O15, with wB97M-V/def2-TZVPD.

Positions of all 44 atoms, in Å:
O (5.250, -1.584, -1.361)
H (4.611, -2.075, -1.891)
H (-2.541, 2.364, 3.372)
O (1.902, 0.367, 1.803)
H (1.290, -0.105, 1.218)
H (0.991, 4.246, -0.379)
O (-3.492, 2.381, 3.183)
H (-1.006, -0.474, -2.619)
H (0.513, 1.481, -1.047)
O (-1.179, 0.669, 1.859)
H (-2.612, -1.753, 0.308)
H (-1.266, -0.246, 1.495)
O (2.786, 1.129, 4.140)
H (2.021, 0.951, 4.681)
H (-5.087, -1.671, -2.347)
O (0.735, -1.598, -0.268)
H (0.757, -4.782, -0.257)
H (-0.059, -1.396, -0.793)
O (-0.053, -0.730, -2.807)
H (3.245, 0.544, 3.546)
H (1.420, 1.158, 2.050)
O (-2.138, 0.581, -1.929)
H (-2.703, 0.080, -2.529)
H (4.756, -1.356, -0.566)
O (-1.976, -1.069, 0.089)
H (-4.362, -0.398, -3.117)
H (-3.467, 1.645, 2.551)
O (-0.061, -5.057, 0.211)
H (-1.470, 1.301, 1.200)
O (0.727, -3.812, -1.798)
H (-0.022, -3.528, -2.343)
H (-0.501, -4.200, 0.168)
O (0.856, 3.577, 2.342)
H (1.566, 3.207, 2.883)
H (0.580, 2.841, 1.783)
O (-4.332, -1.297, -2.798)
H (0.157, 0.162, -3.118)
H (-1.921, -0.071, -1.168)
O (1.183, 2.166, -1.164)
H (0.446, -2.156, 0.465)
H (0.888, -2.894, -1.441)
O (1.185, 4.809, -1.135)
H (2.013, 1.811, -0.828)
H (0.371, 4.777, -1.644)

Summary:
- charge = -1
- LUMO energy (eV) = 2.47
- 2S+1 = 1
- E_HOMO (eV) = -6.12

natural (NBO) population analysis, charges in e, atoms 1 to 8: number 1, O, carries -0.946; number 2, H, carries 0.473; number 3, H, carries 0.474; number 4, O, carries -0.977; number 5, H, carries 0.499; number 6, H, carries 0.483; number 7, O, carries -0.951; number 8, H, carries 0.481

---

Arrangement 2

Computed, not measured: 15 unconnected molecules or ions with the total composition H29O15, with wB97M-V/def2-TZVPD.

Positions of all 44 atoms, in Å:
O (-2.201, 0.738, 2.582)
H (-2.383, 1.181, 1.643)
H (-4.022, 1.538, 0.250)
O (-0.351, 2.397, -3.714)
H (-1.030, 1.766, -3.474)
H (-0.836, 3.203, -3.917)
O (-3.655, 2.359, 0.549)
H (-2.815, 2.308, -0.011)
H (0.816, -0.531, -0.003)
O (3.190, 1.160, -0.500)
H (3.034, 1.099, -1.410)
H (2.592, 0.367, -0.008)
O (0.202, 0.949, 2.947)
H (-0.713, 1.558, 2.794)
H (-0.178, 0.365, 3.584)
O (-0.499, -3.745, -3.515)
H (-0.413, -3.905, -2.498)
H (0.073, -2.934, -3.476)
O (3.518, 2.160, 2.554)
H (3.262, 1.310, 2.934)
H (3.747, 2.103, 1.486)
O (-1.195, 1.969, -0.633)
H (-0.917, 1.008, -0.446)
H (-3.001, 0.419, 3.039)
O (1.184, 3.294, 0.302)
H (1.077, 2.412, 0.618)
H (1.998, 3.309, -0.261)
O (3.908, -1.866, -2.829)
H (3.779, -0.921, -2.430)
O (-2.672, -0.729, -1.879)
H (-1.906, -0.487, -1.149)
H (-2.418, -1.710, -2.082)
O (-1.403, -3.282, 3.234)
H (-1.213, -2.444, 2.939)
H (-0.514, -3.686, 3.308)
O (-0.750, -0.469, 0.124)
H (-1.002, -0.209, 1.030)
H (-0.434, 2.360, -0.385)
O (1.583, -0.949, 0.150)
H (1.233, -1.316, 1.015)
H (3.927, -2.204, -1.969)
O (-0.756, -3.512, -0.472)
H (-0.270, -2.918, -0.126)
H (-1.578, -3.514, 0.104)

Summary:
- charge = -1
- LUMO energy (eV) = 2.27
- 2S+1 = 1
- E_HOMO (eV) = -6.53

natural (NBO) population analysis, charges in e, atoms 1 to 8: number 1, O, carries -1.030; number 2, H, carries 0.536; number 3, H, carries 0.462; number 4, O, carries -0.947; number 5, H, carries 0.487; number 6, H, carries 0.460; number 7, O, carries -0.985; number 8, H, carries 0.510

---

It is arrangement 1 that is the most stable of them.